{
  "formula": "C4H10N2",
  "method": "ωB97M-V with the def2-TZVPD basis set",
  "molar_mass_g_mol": 86.1,
  "e_above_lowest_kcal_mol": 38.00,
  "smiles": "[H]/N=C\\C=N\\[H].CC",
  "e_homo_ev": -10.2,
  "lumo_energy_ev": -0.03,
  "fmax_ha_per_bohr": 0.031,
  "orbital_gap_ev": 10.19,
  "symbols": ["N", "H", "N", "C", "C", "H", "H", "H", "H", "H", "H", "H", "C", "H", "C", "H"],
  "coordinates": [[2.1554, 1.2864, -0.9404], [2.0281, -0.6295, 0.4919], [1.3618, -0.3456, 1.2113], [0.9700, 0.8498, 1.0512], [1.3520, 1.7238, -0.0727], [-2.4815, -0.5135, -1.1975], [-1.8548, -2.3987, 0.5003], [0.3516, 1.2901, 1.8281], [2.3453, 1.9056, -1.7227], [-0.8390, -2.3207, -0.9447], [-0.9371, 0.2476, -0.6994], [-2.2104, 0.0163, 0.4733], [-1.1473, -1.7821, -0.0516], [0.8651, 2.7077, -0.1000], [-1.7462, -0.4383, -0.3982], [-0.2131, -1.5989, 0.5711]],
  "forces_ev_per_angstrom": [[0.1662, -0.3077, -0.1457], [-0.1536, 0.1368, -0.3634], [0.1068, 0.4845, 0.5277], [0.4621, -0.6888, 0.6926], [-0.0122, 0.4252, -0.5987], [-0.0372, 0.1483, -0.0207], [0.0979, -0.1039, 0.0662], [-0.3082, -0.0184, -0.0601], [-0.1213, 0.2684, 0.1762], [-0.0033, -0.0875, -0.0865], [-0.4066, -0.1511, -0.2033], [-0.1878, 0.0416, 0.0784], [1.1925, 0.1637, 0.7003], [0.1540, -0.0674, -0.0926], [0.4098, 0.3700, -0.0689], [-1.3590, -0.6138, -0.6016]]
}